Below is a molecular structure, C47H54F2N5O2PScSi at a distorted geometry, with properties calculated with the ωB97M-V functional and the def2-TZVPD basis.

Cartesian coordinates (Å):
Sc (13.958, 11.243, 12.915)
F (14.002, 11.082, 7.247)
C (13.654, 10.432, 8.369)
C (13.681, 11.169, 9.530)
C (13.520, 10.544, 10.787)
C (13.009, 9.231, 10.771)
C (12.965, 8.543, 9.533)
F (11.996, 7.546, 9.391)
C (13.391, 9.083, 8.306)
C (12.521, 8.634, 12.008)
C (12.177, 7.301, 12.072)
C (11.370, 6.811, 13.157)
C (11.263, 7.671, 14.247)
C (11.761, 8.976, 14.170)
N (12.483, 9.445, 13.124)
H (13.816, 12.276, 9.509)
H (13.518, 8.483, 7.430)
H (12.473, 6.694, 11.224)
H (10.814, 5.844, 13.033)
H (10.704, 7.496, 15.160)
H (11.604, 9.586, 15.082)
N (16.276, 11.282, 12.766)
C (17.085, 10.158, 13.322)
C (16.572, 9.751, 14.727)
C (15.832, 10.774, 15.609)
N (14.398, 10.717, 15.273)
H (16.572, 11.567, 11.830)
H (16.537, 12.038, 13.388)
H (18.097, 10.556, 13.373)
H (17.022, 9.345, 12.632)
H (17.334, 9.342, 15.369)
H (15.880, 8.861, 14.629)
H (16.244, 11.816, 15.431)
H (15.997, 10.476, 16.695)
H (13.885, 11.337, 15.914)
H (14.101, 9.753, 15.471)
O (14.424, 13.363, 14.032)
C (14.026, 13.782, 12.921)
O (13.112, 13.077, 12.254)
C (14.501, 15.135, 12.275)
N (15.065, 16.197, 13.226)
C (14.529, 17.582, 12.664)
C (13.932, 17.255, 11.321)
C (13.300, 15.843, 11.514)
H (15.226, 14.948, 11.450)
H (16.106, 16.141, 13.299)
H (14.772, 16.002, 14.203)
H (15.385, 18.221, 12.560)
H (13.754, 17.914, 13.357)
H (14.790, 17.321, 10.592)
H (13.273, 18.059, 11.044)
H (12.999, 15.306, 10.615)
H (12.425, 15.977, 12.215)
C (9.112, 12.628, 16.246)
Si (7.734, 13.222, 15.054)
C (7.116, 14.670, 16.087)
C (6.512, 11.910, 14.765)
C (6.414, 11.241, 15.984)
C (5.942, 9.942, 15.981)
C (5.234, 9.457, 14.911)
C (5.160, 10.198, 13.762)
C (5.751, 11.479, 13.682)
H (10.128, 13.053, 16.046)
H (9.289, 11.500, 16.259)
H (8.892, 13.017, 17.226)
H (6.268, 14.416, 16.751)
H (6.664, 15.366, 15.418)
H (7.948, 15.221, 16.656)
H (6.784, 11.607, 16.926)
H (6.078, 9.331, 16.886)
H (4.916, 8.411, 14.964)
H (4.596, 9.826, 12.899)
H (5.644, 12.084, 12.747)
C (20.109, 14.940, 8.708)
P (18.487, 14.190, 9.201)
C (17.267, 14.940, 8.149)
C (15.946, 14.940, 8.602)
C (14.897, 15.636, 7.917)
C (15.206, 16.257, 6.665)
C (16.543, 16.195, 6.183)
C (17.544, 15.596, 6.902)
C (18.599, 12.556, 8.397)
C (17.636, 12.114, 7.457)
C (17.710, 10.794, 7.027)
C (18.692, 9.914, 7.450)
C (19.662, 10.369, 8.380)
C (19.590, 11.656, 8.890)
H (20.980, 14.661, 9.348)
H (20.050, 15.996, 8.817)
H (20.222, 14.649, 7.691)
H (15.689, 14.542, 9.581)
H (13.873, 15.567, 8.296)
H (14.395, 16.764, 6.154)
H (16.815, 16.701, 5.261)
H (18.524, 15.568, 6.432)
H (16.863, 12.780, 7.061)
H (17.015, 10.473, 6.243)
H (18.683, 8.878, 7.055)
H (20.406, 9.677, 8.700)
H (20.299, 12.021, 9.660)
N (8.480, 13.820, 13.523)
C (8.994, 13.696, 12.480)
C (9.253, 13.497, 11.123)
C (10.584, 13.654, 10.548)
C (10.721, 13.462, 9.180)
C (9.610, 13.219, 8.368)
C (8.325, 13.117, 8.910)
C (8.175, 13.176, 10.303)
H (11.425, 13.882, 11.167)
H (11.703, 13.490, 8.693)
H (9.739, 13.266, 7.280)
H (7.484, 12.918, 8.220)
H (7.222, 12.956, 10.757)

Output
net charge: +1
multiplicity: 1
ΔE to the lowest compared entry with this formula, charge and spin: 228.2 kJ/mol
frontier orbital gap (alpha / beta): 3.8 / 3.8 eV

Below is a molecular structure, C35H45ClF3KN2OPS2SbSe2 at a distorted geometry, with properties calculated with the ωB97M-V functional and the def2-TZVPD basis.

Cartesian coordinates (Å):
K (0.125, 0.550, -0.240)
F (4.138, 4.083, 4.671)
C (3.099, 4.137, 3.785)
F (2.016, 4.284, 4.564)
F (3.278, 5.323, 3.161)
C (3.081, 2.963, 2.866)
C (4.107, 2.046, 2.914)
C (4.102, 0.973, 2.031)
C (3.044, 0.884, 1.139)
N (2.048, 1.741, 1.073)
C (2.025, 2.797, 1.917)
S (0.764, 3.895, 1.799)
H (4.914, 2.171, 3.624)
H (4.892, 0.237, 2.038)
H (3.001, 0.066, 0.426)
Se (-0.370, -0.793, 2.587)
P (0.435, -2.607, 1.825)
Se (0.815, -2.940, -0.257)
C (1.975, -2.904, 2.766)
C (1.869, -3.070, 4.143)
C (3.009, -3.178, 4.914)
C (4.259, -3.118, 4.314)
C (4.362, -2.969, 2.941)
C (3.222, -2.860, 2.166)
C (-0.590, -4.029, 2.352)
C (-0.083, -5.310, 2.145)
C (-0.859, -6.412, 2.434)
C (-2.144, -6.251, 2.931)
C (-2.645, -4.975, 3.147)
C (-1.873, -3.866, 2.853)
H (0.884, -3.095, 4.593)
H (2.929, -3.297, 5.986)
H (5.153, -3.173, 4.921)
H (5.336, -2.929, 2.472)
H (3.290, -2.748, 1.090)
H (0.916, -5.419, 1.742)
H (-0.464, -7.406, 2.270)
H (-2.754, -7.118, 3.144)
H (-3.643, -4.849, 3.543)
H (-2.247, -2.862, 3.014)
C (-5.849, 1.784, -0.808)
C (-4.420, 1.984, -1.273)
Sb (-2.788, 1.993, 0.214)
C (-3.119, 3.985, 1.075)
C (-4.412, 4.705, 0.753)
C (-3.864, 0.801, 1.730)
C (-4.819, 1.506, 2.674)
H (-6.532, 1.740, -1.664)
H (-6.172, 2.601, -0.167)
H (-5.949, 0.851, -0.256)
H (-4.324, 2.918, -1.827)
H (-4.146, 1.180, -1.955)
H (-2.272, 4.568, 0.720)
H (-2.996, 3.879, 2.152)
H (-4.570, 4.755, -0.324)
H (-4.388, 5.729, 1.135)
H (-5.268, 4.205, 1.203)
H (-3.069, 0.334, 2.312)
H (-4.373, 0.001, 1.190)
H (-4.306, 2.300, 3.212)
H (-5.212, 0.804, 3.415)
H (-5.664, 1.939, 2.140)
O (-1.435, -0.254, -1.583)
S (-1.533, -1.509, -2.355)
C (-0.061, -1.597, -3.443)
C (-0.494, -1.391, -4.883)
C (-1.691, -0.451, -4.816)
C (-2.614, -1.065, -3.785)
H (0.425, -2.555, -3.263)
H (0.610, -0.782, -3.126)
H (-0.783, -2.339, -5.347)
H (0.323, -0.955, -5.457)
H (-2.178, -0.328, -5.786)
H (-1.359, 0.528, -4.468)
H (-3.071, -1.987, -4.142)
H (-3.373, -0.386, -3.410)
N (-0.351, 3.482, -1.323)
H (0.302, 2.910, -1.849)
H (0.056, 3.592, -0.388)
H (-0.319, 4.405, -1.745)
Cl (1.541, 2.111, -5.854)
C (2.932, 1.196, -5.303)
C (3.994, 1.087, -6.161)
C (5.126, 0.372, -5.784)
C (5.127, -0.256, -4.534)
C (4.068, -0.141, -3.681)
C (2.905, 0.647, -3.982)
C (1.892, 0.822, -3.079)
H (3.954, 1.566, -7.134)
H (5.979, 0.306, -6.445)
H (5.991, -0.846, -4.243)
H (4.083, -0.648, -2.722)
H (1.998, 0.474, -2.058)
H (1.051, 1.455, -3.303)

Output
net charge: -2
multiplicity: 1
ΔE to the lowest compared entry with this formula, charge and spin: 161.8 kJ/mol
frontier orbital gap: 4.6 eV

Below is a molecular structure, C38H45BN3O7PRhS3Te, with properties calculated with the ωB97M-V functional and the def2-TZVPD basis.

Cartesian coordinates (Å):
Rh (0.154, -0.852, -0.702)
C (-0.003, 0.233, 3.647)
C (1.289, 0.624, 3.939)
C (2.237, 0.592, 2.931)
C (1.871, 0.181, 1.656)
N (0.604, -0.174, 1.373)
C (-0.301, -0.161, 2.353)
C (2.874, 0.076, 0.555)
C (4.225, 0.350, 0.740)
C (5.098, 0.175, -0.320)
C (4.610, -0.284, -1.531)
C (3.252, -0.534, -1.637)
N (2.410, -0.336, -0.627)
H (-0.781, 0.229, 4.398)
H (1.562, 0.948, 4.935)
H (3.253, 0.886, 3.143)
H (-1.300, -0.465, 2.067)
H (4.604, 0.681, 1.695)
H (6.153, 0.380, -0.191)
H (5.260, -0.457, -2.377)
H (2.806, -0.935, -2.543)
Te (-0.008, -1.694, -3.150)
C (0.231, 0.086, -4.287)
C (1.059, 1.157, -3.940)
C (1.156, 2.291, -4.736)
C (0.431, 2.379, -5.916)
C (-0.382, 1.316, -6.287)
C (-0.481, 0.189, -5.484)
H (1.664, 1.104, -3.040)
H (1.803, 3.106, -4.433)
H (0.495, 3.264, -6.535)
H (-0.962, 1.372, -7.201)
H (-1.142, -0.617, -5.779)
N (-0.351, 1.254, -1.032)
C (-1.697, 1.787, -1.131)
C (-2.300, 1.956, -2.368)
C (-3.605, 2.415, -2.425)
C (-4.310, 2.706, -1.263)
C (-3.698, 2.537, -0.032)
C (-2.388, 2.076, 0.035)
S (-6.005, 3.294, -1.372)
O (-5.868, 4.707, -1.683)
O (-6.589, 2.495, -2.440)
O (-6.566, 3.026, -0.053)
H (0.074, 1.668, -0.207)
H (0.190, 1.551, -1.841)
H (-1.765, 1.693, -3.273)
H (-4.106, 2.526, -3.378)
H (-4.265, 2.741, 0.867)
H (-1.913, 1.916, 1.000)
C (2.293, -5.887, 0.873)
C (1.250, -6.639, 0.067)
C (0.519, -7.687, 0.888)
O (0.285, -5.793, -0.590)
P (-0.428, -4.458, -0.087)
S (-2.063, -4.138, -1.055)
S (0.983, -2.967, -0.122)
O (-0.657, -4.846, 1.465)
C (-1.299, -3.882, 2.328)
C (-0.289, -3.438, 3.367)
C (-2.515, -4.555, 2.933)
H (3.025, -6.606, 1.248)
H (1.842, -5.376, 1.724)
H (2.808, -5.150, 0.258)
H (1.750, -7.129, -0.771)
H (-0.007, -7.219, 1.719)
H (1.234, -8.412, 1.282)
H (-0.207, -8.212, 0.268)
H (-1.632, -3.034, 1.720)
H (0.043, -4.299, 3.952)
H (-0.740, -2.714, 4.049)
H (0.579, -2.985, 2.884)
H (-2.211, -5.430, 3.513)
H (-3.194, -4.872, 2.143)
H (-3.042, -3.863, 3.593)
C (-7.543, -1.288, 2.599)
C (-7.203, -0.044, 1.769)
C (-8.468, 0.441, 1.060)
C (-6.731, 1.086, 2.698)
C (-6.083, -0.378, 0.780)
C (-6.238, -0.238, -0.597)
C (-5.196, -0.472, -1.498)
C (-3.985, -0.835, -0.967)
O (-2.773, -0.991, -1.599)
B (-1.828, -1.178, -0.592)
O (-2.490, -1.239, 0.660)
C (-3.818, -0.986, 0.396)
C (-4.840, -0.783, 1.288)
H (-8.351, -1.064, 3.301)
H (-6.682, -1.634, 3.176)
H (-7.865, -2.108, 1.953)
H (-9.232, 0.670, 1.808)
H (-8.872, -0.324, 0.392)
H (-8.266, 1.346, 0.486)
H (-7.529, 1.355, 3.396)
H (-6.472, 1.964, 2.106)
H (-5.861, 0.783, 3.286)
H (-7.164, 0.140, -1.001)
H (-5.323, -0.286, -2.555)
H (-4.665, -0.878, 2.353)

Output
net charge: -1
multiplicity: 1
ΔE to the lowest compared entry with this formula, charge and spin: 16.4 kJ/mol
frontier orbital gap: 5.5 eV

Below is a molecular structure, C6H12ClO12 at a distorted geometry, with properties calculated with the ωB97M-V functional and the def2-TZVPD basis.

Cartesian coordinates (Å):
Cl (0.895, 1.175, -2.249)
O (1.282, -0.181, -2.104)
O (1.795, 1.742, -3.209)
O (-0.454, 1.214, -2.750)
O (1.041, 1.873, -1.007)
C (0.437, -0.988, 2.722)
C (-0.691, -1.727, 2.887)
C (-1.893, -1.771, 2.002)
O (-3.008, -2.304, 2.146)
C (-1.576, -1.061, 0.789)
C (-0.480, -0.315, 0.591)
C (0.639, -0.135, 1.521)
O (1.701, 0.456, 1.241)
O (-0.315, 0.328, -0.598)
O (-0.786, -2.477, 3.968)
H (1.082, -0.918, 3.586)
H (-2.292, -1.092, -0.019)
H (0.426, 0.939, -0.606)
H (-1.634, -2.927, 3.991)
O (0.085, 1.978, 0.639)
H (-0.050, 2.342, -0.236)
H (0.881, 1.453, 0.561)
O (-0.865, -1.348, -1.599)
H (-0.613, -0.749, -0.896)
H (-0.480, -0.968, -2.388)
O (3.198, -0.289, -1.753)
H (3.296, -1.238, -1.668)
H (2.293, -0.167, -2.042)
O (-1.493, 2.177, -0.902)
H (-1.738, 3.030, -1.260)
H (-0.683, 1.948, -1.359)

Output
net charge: -1
multiplicity: 1
frontier orbital gap: 6.9 eV

Below is a molecular structure, C24H43FeN2P3S at a distorted geometry, with properties calculated with the ωB97M-V functional and the def2-TZVPD basis.

Cartesian coordinates (Å):
Fe (0.511, -0.150, 0.717)
P (-0.994, -1.406, 2.069)
P (1.707, -1.632, -0.510)
P (-2.776, -1.592, -2.702)
H (-3.245, 3.369, -0.684)
C (-3.583, 2.347, -0.860)
C (-3.714, 1.550, 0.244)
H (-3.554, 1.983, 1.244)
C (-1.437, -0.534, 3.622)
C (-0.105, -2.962, 2.413)
C (-2.642, -1.878, 1.391)
C (2.138, -0.750, -2.059)
C (3.208, -1.760, 0.488)
C (1.237, -3.298, -1.057)
C (-4.435, -1.072, -3.173)
C (-2.623, -3.218, -1.953)
C (-1.500, -1.299, -3.927)
H (-4.020, 2.105, -1.841)
H (-4.189, 0.572, 0.209)
H (-1.580, 0.531, 3.388)
H (-0.626, -0.630, 4.357)
H (-2.372, -0.920, 4.061)
H (0.962, -2.756, 2.578)
H (-0.196, -3.641, 1.557)
H (-0.502, -3.471, 3.299)
H (-3.290, -0.997, 1.281)
H (-3.176, -2.599, 2.028)
H (-2.524, -2.340, 0.405)
H (2.783, -1.406, -2.673)
H (2.674, 0.180, -1.810)
H (1.215, -0.506, -2.619)
H (3.898, -2.431, -0.033)
H (2.958, -2.169, 1.476)
H (3.673, -0.774, 0.611)
H (2.096, -3.723, -1.605)
H (0.368, -3.239, -1.738)
H (1.010, -3.946, -0.195)
H (-4.938, -1.841, -3.780)
H (-4.375, -0.120, -3.729)
H (-5.022, -0.875, -2.258)
H (-2.486, -4.003, -2.704)
H (-3.514, -3.459, -1.361)
H (-1.764, -3.256, -1.273)
H (-1.923, -1.448, -4.926)
H (-0.660, -1.986, -3.761)
H (-1.106, -0.277, -3.865)
C (-0.531, 2.185, -0.767)
C (-0.308, 2.145, -2.154)
C (0.276, 3.242, -2.783)
C (0.693, 4.349, -2.034)
C (0.453, 4.392, -0.652)
C (-0.164, 3.317, -0.013)
S (-1.364, 0.796, -0.093)
H (-2.542, -0.627, -1.692)
H (-0.591, 1.236, -2.709)
H (0.392, 3.205, -3.860)
H (1.186, 5.186, -2.539)
H (0.755, 5.272, -0.082)
H (-0.308, 3.301, 1.064)
N (3.377, 2.618, 0.853)
C (2.480, 1.868, 0.210)
N (1.818, 1.078, 1.092)
C (2.419, 1.277, 2.366)
C (2.410, 0.477, 3.516)
C (3.520, 0.574, 4.378)
C (4.525, 1.536, 4.154)
C (4.492, 2.372, 3.032)
C (3.401, 2.246, 2.195)
H (3.993, 3.301, 0.438)
H (2.304, 1.925, -0.861)
H (1.538, -0.156, 3.713)
H (3.615, -0.111, 5.234)
H (5.338, 1.621, 4.873)
H (5.253, 3.103, 2.781)

Output
<S²>: 8.790
net charge: +3
multiplicity: 6
ΔE to the lowest compared entry with this formula, charge and spin: 0.0 kJ/mol
frontier orbital gap (alpha / beta): 8.8 / 6.4 eV

Below is 2 unconnected molecules or ions with the total composition C3H8NO2, with properties calculated with the ωB97M-V functional and the def2-TZVPD basis.

Cartesian coordinates (Å):
C (0.078, 1.496, 0.697)
N (0.954, 0.630, -0.071)
C (0.558, 0.532, -1.461)
H (0.427, 2.533, 0.635)
H (-0.960, 1.444, 0.332)
H (0.075, 1.167, 1.734)
H (0.853, -0.312, 0.300)
H (-0.511, 0.305, -1.562)
H (1.098, -0.296, -1.920)
H (0.814, 1.445, -2.011)
O (-0.281, -2.113, -0.278)
C (-0.836, -2.231, 0.831)
O (-0.656, -1.559, 1.869)
H (-1.613, -3.041, 0.904)

Output
net charge: -1
multiplicity: 1
ΔE to the lowest compared entry with this formula, charge and spin: 75.1 kJ/mol
frontier orbital gap: 8.5 eV

Below is C22H32N4O3S in the gas phase, with properties calculated with the ωB97M-V functional and the def2-TZVPD basis.

Cartesian coordinates (Å):
C (-2.329, 6.310, -0.724)
C (-1.285, 5.450, -0.016)
N (-1.551, 4.038, -0.234)
C (-0.387, 3.177, -0.216)
C (0.139, 2.901, 1.198)
N (-0.914, 2.282, 1.989)
C (-0.470, 1.866, 3.316)
C (-1.229, 0.628, 3.806)
C (-0.824, -0.627, 3.040)
N (-1.109, -0.456, 1.632)
C (-0.793, -1.407, 0.735)
O (-0.333, -2.493, 1.082)
C (-1.034, -1.033, -0.684)
C (-2.019, -0.103, -1.009)
C (-2.215, 0.307, -2.313)
C (-1.415, -0.212, -3.318)
C (-0.457, -1.162, -3.029)
C (-0.265, -1.603, -1.719)
N (0.638, -2.603, -1.400)
C (1.678, -3.065, -2.151)
O (2.024, -2.579, -3.213)
C (2.372, -4.226, -1.549)
C (3.639, -4.548, -1.884)
C (4.494, -3.724, -2.797)
O (4.347, -5.617, -1.430)
C (3.679, -6.624, -0.706)
C (2.801, -6.051, 0.394)
S (1.414, -5.176, -0.385)
C (-2.071, 3.161, 2.044)
C (-2.571, 3.474, 0.626)
H (-2.057, 7.360, -0.651)
H (-3.313, 6.179, -0.282)
H (-2.383, 6.029, -1.772)
H (-1.253, 5.722, 1.051)
H (-0.304, 5.674, -0.443)
H (0.401, 3.625, -0.824)
H (-0.676, 2.226, -0.676)
H (0.985, 2.212, 1.139)
H (0.489, 3.843, 1.657)
H (-0.586, 2.684, 4.045)
H (0.594, 1.621, 3.262)
H (-1.015, 0.478, 4.865)
H (-2.302, 0.785, 3.697)
H (-1.372, -1.501, 3.408)
H (0.245, -0.832, 3.181)
H (-1.235, 0.517, 1.356)
H (-2.660, 0.278, -0.227)
H (-2.984, 1.030, -2.543)
H (-1.552, 0.111, -4.339)
H (0.153, -1.581, -3.812)
H (0.508, -2.968, -0.451)
H (4.373, -2.663, -2.603)
H (5.530, -4.022, -2.658)
H (4.204, -3.899, -3.831)
H (4.474, -7.248, -0.288)
H (3.066, -7.231, -1.385)
H (2.374, -6.837, 1.012)
H (3.360, -5.348, 1.012)
H (-2.867, 2.666, 2.604)
H (-1.824, 4.101, 2.570)
H (-3.416, 4.160, 0.683)
H (-2.912, 2.546, 0.158)

Output
SMILES: CCN1CCN(CCCNC(=O)c2ccccc2NC(=O)C2=C(C)OCCS2)CC1
multiplicity: 1
ΔE to the lowest compared entry with this formula, charge and spin: 82.0 kJ/mol
frontier orbital gap: 8.4 eV